[1]
ORCA calculation (ωB97M-V/def2-TZVPD) on the molecule C5H8O2.

Atoms and positions in Å:
C1 1.22 0.97 0.25
C2 0.29 -0.19 0.54
O1 0.72 -1.00 1.57
C3 -1.20 0.08 0.56
C4 -1.33 -0.39 -0.86
C5 -0.01 -0.93 -1.04
O2 0.78 -1.14 -1.97
H1 1.45 1.52 1.18
H2 2.14 0.60 -0.19
H3 0.78 1.66 -0.47
H4 1.68 -1.13 1.48
H5 -1.78 -0.43 1.34
H6 -1.41 1.15 0.62
H7 -0.37 -1.79 -0.33
H8 -2.07 -0.07 -1.60

## Properties
* Kohn-Sham gap (alpha / beta): 7.861 / 7.868 eV
* total charge: 0
* energy relative to the best compared isomer or geometry (same formula, charge and spin): 418.3 kJ/mol
* HOMO (alpha / beta): -0.3076 / -0.3077 hartree

Results of the natural (NBO) charge analysis, in e, for atoms 1 through 2: -0.656, 0.324


[2]
ORCA calculation (ωB97M-V/def2-TZVPD) on the ion CH3I2N2 with charge +1 at a distorted geometry.

Atoms and positions in Å:
C1 -0.53 0.49 0.24
N1 0.12 1.52 -0.29
N2 0.01 -0.74 0.05
I1 -2.19 0.74 1.43
I2 1.98 1.54 -1.12
H1 -0.07 2.36 0.16
H2 0.64 -0.51 -0.66
H3 -0.50 -1.58 0.36

## Properties
* Kohn-Sham gap: 8.919 eV
* SMILES: [NH2+]=C(I)NI
* total charge: +1
* energy relative to the best compared isomer or geometry (same formula, charge and spin): 28.7 kJ/mol
* HOMO: -0.5279 hartree

Results of the natural (NBO) charge analysis, in e, for atoms 1 through 2: 0.339, -0.746


[3]
ORCA calculation (ωB97M-V/def2-TZVPD) on a cluster of 2 separate species, C3H2Cl2F2 in total at a distorted geometry.

Atoms and positions in Å:
C1 0.26 0.82 0.75
C2 0.26 1.62 -0.26
C3 -0.33 -1.47 -0.12
F1 0.77 2.91 -0.11
F2 0.89 -1.93 -0.02
Cl1 -0.41 1.41 -1.76
Cl2 -1.48 -2.23 0.96
H1 0.71 0.34 1.66
H2 -0.68 -1.47 -1.10

## Properties
* Kohn-Sham gap (alpha / beta): 9.006 / 8.594 eV
* total charge: 0
* energy relative to the best compared isomer or geometry (same formula, charge and spin): 409.9 kJ/mol
* HOMO (alpha / beta): -0.3481 / -0.3401 hartree

Results of the natural (NBO) charge analysis, in e, for atoms 1 through 2: -0.234, 0.186


[4]
ORCA calculation (ωB97M-V/def2-TZVPD) on a structure of composition C20H11Cl3F5N2ORu at a distorted geometry.

Atoms and positions in Å:
Ru1 -0.19 0.25 0.12
Cl1 -1.28 -5.65 3.83
C1 -0.70 -4.18 3.14
C2 -1.38 -3.63 2.05
C3 -0.87 -2.46 1.55
Cl2 -1.64 -1.71 0.15
C4 0.26 -1.80 2.04
O1 0.69 -0.65 1.53
C5 0.90 -2.40 3.14
Cl3 2.30 -1.65 3.81
C6 0.43 -3.57 3.69
H1 -2.25 -4.10 1.63
H2 0.93 -4.02 4.53
C7 5.10 1.40 -1.21
C8 4.27 0.30 -1.18
C9 2.97 0.44 -0.71
C10 2.53 1.67 -0.27
C11 3.35 2.78 -0.29
C12 4.64 2.64 -0.77
N1 1.17 1.72 0.21
N2 0.81 2.77 0.76
C13 -0.52 2.70 1.19
C14 -1.08 3.79 1.82
C15 -2.38 3.69 2.27
C16 -3.12 2.50 2.10
C17 -2.57 1.41 1.49
C18 -1.24 1.50 1.00
H3 6.11 1.31 -1.58
H4 4.62 -0.66 -1.52
H5 2.31 -0.43 -0.68
H6 2.99 3.74 0.05
H7 5.30 3.50 -0.80
H8 -0.49 4.69 1.94
H9 -2.86 4.52 2.76
H10 -4.13 2.46 2.47
H11 -3.15 0.50 1.36
F1 0.22 0.42 -2.47
C19 -0.78 1.02 -1.72
F2 -0.66 2.36 -1.87
C20 -2.13 0.65 -2.37
F3 -3.13 1.05 -1.59
F4 -2.25 1.21 -3.56
F5 -2.23 -0.68 -2.52

## Properties
* Kohn-Sham gap (alpha / beta): 4.960 / 5.553 eV
* total charge: +1
* energy relative to the best compared isomer or geometry (same formula, charge and spin): 62.2 kJ/mol
* HOMO (alpha / beta): -0.4317 / -0.4401 hartree

Results of the Mulliken charge analysis, in e, for atoms 1 through 2: 0.254, -0.166


[5]
ORCA calculation (ωB97M-V/def2-TZVPD) on a cluster of 2 separate species, C6H14O in total at a distorted geometry.

Atoms and positions in Å:
C1 0.75 2.39 0.09
C2 0.18 1.29 0.95
C3 0.91 -0.16 0.73
C4 0.30 -0.84 -0.44
C5 -0.16 -2.12 -0.37
C6 0.59 -0.26 -1.73
H1 0.09 2.71 -0.82
H2 0.97 3.28 0.73
H3 1.71 2.02 -0.23
H4 -0.89 0.97 0.65
H5 0.30 1.74 1.94
H6 0.91 -0.83 1.64
H7 1.91 0.17 0.62
H8 -0.52 -2.51 -1.33
H9 -0.27 -2.99 0.33
H10 1.69 0.11 -1.71
H11 0.22 0.84 -1.84
H12 0.29 -0.87 -2.51
H13 -2.44 -1.22 0.77
H14 -3.16 -2.26 1.54
O1 -3.36 -1.46 1.01

## Properties
* Kohn-Sham gap: 10.155 eV
* SMILES: C=C(C)CCC.O
* total charge: 0
* energy relative to the best compared isomer or geometry (same formula, charge and spin): 248.5 kJ/mol
* HOMO: -0.3416 hartree

Results of the natural (NBO) charge analysis, in e, for atoms 1 through 2: -0.625, -0.404


[6]
ORCA calculation (ωB97M-V/def2-TZVPD) on a structure of composition C21H20Cl5OPd at a distorted geometry.

Atoms and positions in Å:
Pd1 -0.11 -0.10 0.62
C1 1.98 0.14 1.57
C2 2.21 -0.70 0.44
C3 2.03 0.08 -0.74
H1 2.43 -1.76 0.51
C4 1.60 1.37 -0.36
C5 1.57 1.42 1.07
H2 1.34 2.29 1.68
H3 2.14 -0.14 2.61
H4 2.23 -0.24 -1.77
H5 1.42 2.18 -1.07
C6 -2.28 0.32 1.06
C7 -1.58 1.51 1.44
C8 -1.11 2.14 0.25
H6 -1.47 1.90 2.45
C9 -1.43 1.31 -0.85
C10 -2.14 0.16 -0.36
H7 -2.55 -0.65 -0.96
H8 -2.82 -0.34 1.72
H9 -0.62 3.10 0.20
H10 -1.27 1.53 -1.91
O1 0.51 -2.21 -0.47
C11 -0.24 -0.48 -4.59
C12 0.35 -1.60 -3.89
C13 0.52 0.78 -4.24
C14 -1.74 -0.50 -4.31
C15 0.56 -2.24 -1.74
H11 1.36 -1.83 -4.17
H12 0.00 -2.56 -4.23
H13 -0.07 -3.11 -2.25
H14 1.65 -2.43 -2.21
H15 0.69 1.57 -4.97
H16 1.47 0.47 -3.82
H17 0.04 1.23 -3.35
H18 -2.44 -0.69 -5.11
H19 -2.09 0.34 -3.72
H20 -1.84 -1.34 -3.59
Cl1 -1.97 -3.27 0.04
C16 -1.02 -2.98 1.47
C17 -0.50 -1.76 1.91
C18 -0.28 -1.55 3.25
Cl2 -0.07 0.04 3.91
C19 -0.30 -2.64 4.17
Cl3 0.09 -2.41 5.82
C20 -0.65 -3.92 3.70
Cl4 -0.70 -5.26 4.76
C21 -1.00 -4.10 2.34
Cl5 -1.49 -5.63 1.76

## Properties
* Kohn-Sham gap (alpha / beta): 5.254 / 5.590 eV
* ⟨S²⟩: 6.077
* total charge: -1
* multiplicity: 5
* energy relative to the best compared isomer or geometry (same formula, charge and spin): 266.2 kJ/mol
* HOMO (alpha / beta): -0.0975 / -0.1543 hartree

Results of the natural (NBO) charge analysis, in e, for atoms 1 through 2: 0.884, -0.343


[7]
ORCA calculation (ωB97M-V/def2-TZVPD) on a structure of composition C18H28BrN3PdSi2.

Atoms and positions in Å:
Pd1 0.68 0.06 0.23
C1 5.22 1.57 -3.28
C2 3.93 1.35 -2.55
C3 2.75 2.00 -2.91
C4 1.56 1.78 -2.23
C5 1.63 0.88 -1.18
Br1 -1.32 1.38 -0.18
N1 2.73 0.26 -0.82
C6 3.87 0.47 -1.47
H1 5.09 2.31 -4.08
H2 5.59 0.65 -3.74
H3 6.00 1.95 -2.61
H4 2.76 2.69 -3.75
H5 0.64 2.27 -2.48
H6 4.75 -0.06 -1.13
C7 -0.83 1.54 3.95
Si1 0.57 0.40 3.48
C8 2.02 1.35 2.79
C9 1.20 -0.61 4.93
N2 -0.05 -0.67 2.18
C10 -0.98 -1.53 2.26
C11 -1.72 -1.85 3.49
C12 -2.81 -2.62 3.47
C13 -3.31 -3.22 2.24
C14 -2.67 -3.03 1.08
C15 -1.43 -2.24 0.99
N3 -0.71 -2.13 -0.05
Si2 -0.97 -2.66 -1.71
C16 -1.02 -4.54 -1.76
C17 -2.55 -1.90 -2.34
C18 0.50 -2.07 -2.69
H7 -0.49 2.31 4.65
H8 -1.65 1.00 4.41
H9 -1.21 2.03 3.05
H10 2.48 1.93 3.60
H11 1.72 2.04 2.00
H12 2.78 0.68 2.39
H13 1.72 0.06 5.62
H14 1.92 -1.36 4.60
H15 0.42 -1.12 5.50
H16 -1.38 -1.41 4.41
H17 -3.35 -2.82 4.39
H18 -4.21 -3.82 2.28
H19 -3.04 -3.48 0.16
H20 -1.90 -4.95 -1.26
H21 -0.14 -4.97 -1.30
H22 -1.05 -4.87 -2.80
H23 -3.43 -2.30 -1.83
H24 -2.68 -2.09 -3.41
H25 -2.53 -0.82 -2.18
H26 1.43 -2.37 -2.21
H27 0.50 -0.98 -2.78
H28 0.48 -2.49 -3.70

## Properties
* Kohn-Sham gap: 6.682 eV
* total charge: 0
* HOMO: -0.2891 hartree

Results of the natural (NBO) charge analysis, in e, for atoms 1 through 2: 0.667, -0.624


[8]
ORCA calculation (ωB97M-V/def2-TZVPD) on a structure of composition C3H3NOS2 at a distorted geometry.

Atoms and positions in Å:
C1 -0.89 -0.43 -0.60
C2 -1.33 0.65 -1.27
C3 0.27 -0.18 0.11
N1 0.92 -1.42 1.43
O1 2.11 -0.97 1.61
S1 -0.43 2.07 -1.16
S2 1.02 1.32 0.12
H1 -1.45 -1.36 -0.74
H2 -2.31 0.50 -1.73
H3 2.08 -0.19 2.24

## Properties
* Kohn-Sham gap (alpha / beta): 5.984 / 6.892 eV
* total charge: 0
* energy relative to the best compared isomer or geometry (same formula, charge and spin): 630.3 kJ/mol
* HOMO (alpha / beta): -0.2446 / -0.2743 hartree

Results of the natural (NBO) charge analysis, in e, for atoms 1 through 2: -0.325, -0.356


Q: Among the records above, which one has the lowest total charge?
A: C21H20Cl5OPd


Repeat the third record exactly.
ORCA calculation (ωB97M-V/def2-TZVPD) on a cluster of 2 separate species, C3H2Cl2F2 in total at a distorted geometry.

Atoms and positions in Å:
C1 0.26 0.82 0.75
C2 0.26 1.62 -0.26
C3 -0.33 -1.47 -0.12
F1 0.77 2.91 -0.11
F2 0.89 -1.93 -0.02
Cl1 -0.41 1.41 -1.76
Cl2 -1.48 -2.23 0.96
H1 0.71 0.34 1.66
H2 -0.68 -1.47 -1.10

## Properties
* Kohn-Sham gap (alpha / beta): 9.006 / 8.594 eV
* total charge: 0
* energy relative to the best compared isomer or geometry (same formula, charge and spin): 409.9 kJ/mol
* HOMO (alpha / beta): -0.3481 / -0.3401 hartree

Results of the natural (NBO) charge analysis, in e, for atoms 1 through 2: -0.234, 0.186


Q: Which value of total charge does entry 3 give?
A: 0